DFT (wB97M-V/def2-TZVPD) results for a molecular structure, C57H122N5O17V in a non-equilibrium geometry.

```
202
Properties=species:S:1:pos:R:3:mulliken_charge:R:1
V 10.630 -7.259 -32.353 0.877
C 10.843 -4.378 -35.462 -1.283
C 10.857 -5.433 -34.356 1.611
O 9.922 -6.246 -34.158 -0.058
O 11.686 -5.463 -33.451 -1.078
H 11.648 -3.644 -35.442 0.347
H 9.930 -3.787 -35.404 0.417
H 10.740 -4.865 -36.432 -0.100
C 12.957 -10.159 -34.225 -1.572
C 12.064 -9.101 -33.607 1.541
O 10.836 -9.042 -33.710 -0.444
O 12.502 -8.221 -32.826 -0.694
H 12.462 -11.110 -34.028 0.275
H 13.889 -10.143 -33.660 0.306
H 13.175 -9.885 -35.257 0.376
C 10.952 -4.765 -29.036 -0.811
C 10.787 -5.618 -30.331 1.119
O 9.767 -5.582 -31.039 -0.314
O 11.636 -6.485 -30.626 -0.594
H 11.183 -5.465 -28.233 0.466
H 10.062 -4.182 -28.798 0.309
H 11.825 -4.150 -29.252 -0.327
C 13.726 -6.793 -36.905 0.886
C 14.353 -5.807 -35.912 0.100
O 15.834 -5.831 -36.005 -0.596
O 14.015 -6.476 -38.268 -0.524
H 12.645 -6.660 -36.902 -0.488
H 14.081 -7.799 -36.679 0.191
H 14.215 -6.162 -34.890 -0.209
H 13.988 -4.785 -36.020 0.162
H 16.202 -5.476 -36.818 0.310
H 14.938 -6.319 -38.481 0.262
C 6.057 -5.291 -33.532 -0.899
C 7.022 -4.421 -32.655 0.268
O 6.941 -4.767 -31.275 -0.731
O 6.530 -6.628 -33.673 -0.308
H 6.040 -4.913 -34.554 0.192
H 4.992 -5.361 -33.306 0.512
H 6.649 -3.397 -32.691 0.489
H 8.039 -4.552 -33.026 -0.260
H 7.827 -4.964 -30.960 0.370
H 5.810 -7.118 -34.076 0.170
C 9.365 -9.677 -30.779 -0.352
C 8.183 -8.734 -31.047 -0.822
O 8.457 -7.858 -32.144 0.356
O 10.594 -8.977 -30.855 0.198
H 9.396 -10.402 -31.592 -0.089
H 9.372 -10.197 -29.822 0.583
H 7.801 -8.122 -30.231 0.367
H 7.407 -9.443 -31.337 0.619
H 7.720 -7.596 -32.700 -0.159
H 11.222 -9.451 -30.305 -0.738
C 6.851 -7.288 -38.907 -1.689
C 7.902 -6.380 -38.252 2.015
C 9.257 -7.092 -38.040 0.268
C 10.163 -7.108 -39.353 -1.172
C 10.351 -5.677 -39.848 -1.068
C 8.990 -5.024 -40.123 1.506
N 8.038 -5.139 -39.024 0.887
O 6.863 -4.527 -39.149 -0.599
C 9.242 -3.529 -40.257 -1.964
C 8.446 -5.532 -41.516 -1.926
C 7.472 -5.986 -36.772 -2.197
H 6.980 -7.466 -39.974 0.334
H 5.910 -6.753 -38.777 0.432
H 6.950 -8.286 -38.481 0.150
H 9.783 -6.708 -37.167 -0.504
H 9.002 -8.122 -37.794 -0.004
H 9.904 -7.776 -40.174 0.326
H 11.131 -7.482 -39.019 0.539
H 10.983 -5.720 -40.735 0.374
H 10.874 -5.109 -39.079 0.287
H 9.674 -3.176 -39.320 0.373
H 10.048 -3.315 -40.958 0.470
H 8.422 -2.934 -40.659 0.387
H 8.441 -6.612 -41.658 0.315
H 7.379 -5.334 -41.613 0.415
H 8.931 -5.021 -42.348 0.446
H 6.457 -5.590 -36.725 0.746
H 8.042 -5.153 -36.360 0.403
H 7.471 -6.769 -36.014 0.055
H 6.814 -3.892 -38.431 0.356
C 13.782 -10.594 -26.694 -1.664
C 13.589 -9.903 -28.066 1.419
C 14.998 -9.691 -28.752 -1.325
C 15.572 -10.973 -29.297 -0.649
C 14.625 -11.453 -30.355 -0.891
C 13.213 -11.769 -29.851 1.241
N 12.700 -10.630 -29.016 1.368
O 11.434 -10.800 -28.618 -0.341
C 12.250 -12.073 -31.000 -1.092
C 13.245 -13.114 -28.974 -1.876
C 13.023 -8.476 -27.730 -2.286
H 13.844 -9.860 -25.891 0.510
H 14.758 -11.077 -26.663 0.339
H 12.937 -11.243 -26.462 0.206
H 14.855 -8.879 -29.466 0.314
H 15.679 -9.394 -27.955 0.430
H 15.607 -11.717 -28.500 0.313
H 16.588 -10.828 -29.662 0.444
H 15.137 -12.393 -30.559 0.462
H 14.612 -10.742 -31.181 -0.039
H 11.323 -12.545 -30.673 0.375
H 11.956 -11.193 -31.571 -0.432
H 12.729 -12.712 -31.741 0.492
H 13.686 -12.929 -27.994 0.403
H 12.213 -13.434 -28.830 0.469
H 13.736 -13.902 -29.546 0.441
H 13.604 -7.810 -27.092 0.582
H 12.162 -8.575 -27.069 0.578
H 12.832 -7.839 -28.594 0.089
H 11.450 -11.568 -28.043 0.304
C 16.482 -4.404 -32.205 -1.938
C 15.248 -3.550 -31.864 2.329
C 14.326 -4.361 -31.015 -0.274
C 14.754 -4.651 -29.546 -0.835
C 14.981 -3.200 -28.936 -1.233
C 15.909 -2.262 -29.692 1.289
N 15.558 -2.291 -31.147 1.032
O 16.134 -1.274 -31.872 -0.596
C 15.733 -0.796 -29.149 -1.645
C 17.289 -2.709 -29.266 -1.890
C 14.458 -3.178 -33.132 -0.940
H 16.176 -5.219 -32.860 0.266
H 16.921 -4.942 -31.365 0.282
H 17.217 -3.801 -32.737 0.442
H 13.381 -3.817 -30.985 -0.882
H 14.085 -5.303 -31.508 0.482
H 15.743 -5.105 -29.485 0.665
H 14.151 -5.321 -28.933 0.221
H 15.325 -3.200 -27.902 0.695
H 13.960 -2.838 -28.815 0.045
H 15.715 -0.743 -28.061 0.395
H 16.490 -0.148 -29.590 0.372
H 14.809 -0.343 -29.511 0.216
H 17.563 -3.662 -29.720 0.320
H 18.031 -2.143 -29.829 0.434
H 17.451 -2.641 -28.190 0.422
H 14.074 -4.044 -33.671 -0.512
H 15.004 -2.585 -33.866 0.715
H 13.528 -2.694 -32.835 -0.206
H 15.343 -0.873 -32.241 0.337
C 8.602 -12.030 -34.300 -1.119
C 7.566 -11.429 -35.310 1.993
C 7.877 -11.922 -36.750 -1.269
C 7.755 -13.479 -36.805 -0.772
C 6.298 -13.795 -36.460 -1.411
C 5.744 -13.308 -35.148 2.009
N 6.246 -11.906 -34.973 0.082
O 5.760 -11.277 -33.841 -0.454
C 4.137 -13.372 -35.210 -1.994
C 6.131 -14.242 -34.008 -1.655
C 7.619 -9.805 -35.462 -1.903
H 9.611 -11.684 -34.522 0.275
H 8.578 -13.109 -34.151 0.315
H 8.329 -11.663 -33.311 -0.055
H 7.178 -11.502 -37.473 0.404
H 8.923 -11.739 -36.993 0.466
H 8.567 -13.874 -36.194 0.361
H 7.985 -13.740 -37.838 0.419
H 6.273 -14.882 -36.383 0.416
H 5.576 -13.672 -37.267 0.408
H 3.849 -12.751 -36.058 0.466
H 3.736 -14.375 -35.362 0.419
H 3.559 -13.033 -34.351 0.362
H 6.955 -14.902 -34.276 0.354
H 6.593 -13.698 -33.184 0.250
H 5.313 -14.758 -33.506 0.468
H 7.541 -9.469 -34.428 0.099
H 6.858 -9.298 -36.055 0.422
H 8.525 -9.346 -35.859 0.087
H 6.275 -11.683 -33.139 0.396
C 10.469 -2.379 -32.321 0.033
C 10.474 -1.219 -31.310 1.802
C 10.718 0.037 -32.234 -1.311
C 10.429 1.403 -31.651 -0.757
C 9.023 1.409 -31.161 -1.489
C 8.669 0.317 -30.108 1.519
N 9.130 -1.013 -30.711 0.656
O 8.723 -2.010 -29.906 -0.425
C 9.432 0.644 -28.767 -1.533
C 7.189 0.335 -30.033 -1.999
C 11.701 -1.276 -30.316 -1.161
H 11.464 -2.775 -32.525 -0.881
H 9.986 -2.110 -33.260 0.462
H 9.915 -3.200 -31.864 -0.543
H 11.772 0.124 -32.499 0.221
H 10.172 -0.046 -33.174 0.489
H 10.529 2.197 -32.392 0.417
H 11.071 1.582 -30.789 0.318
H 8.345 1.236 -31.996 0.445
H 8.797 2.415 -30.806 0.504
H 9.402 -0.051 -27.927 0.269
H 10.478 0.887 -28.950 0.414
H 8.972 1.581 -28.454 0.442
H 6.954 -0.042 -29.037 0.414
H 6.796 1.341 -30.173 0.428
H 6.677 -0.260 -30.789 0.301
H 12.530 -1.743 -30.846 -0.108
H 11.464 -1.961 -29.502 0.201
H 11.852 -0.283 -29.893 0.297
H 8.200 -2.473 -30.564 0.352
```

Multiplicity = 3
HOMO energy (spin up / spin down) = -7.6 / -7.6 eV
Frontier orbital gap (spin up / spin down) = 7.8 / 7.8 eV
E = -129026.567 eV